9
Properties=species:S:1:pos:R:3 method="wB97M-V/def2-TZVPD" lumo_ev="-2.47 / -1.71" homo_ev="-9.426 / -9.175" e_tot_ha=-589.865025 orbital_gap_ha="0.256 / 0.274"
C -0.957 -0.408 -0.261
C 0.121 -0.328 -0.750
C -1.853 -0.445 0.859
O 3.359 1.152 -0.767
S 2.880 0.722 -2.293
H -2.306 -1.530 0.770
H -2.730 0.156 0.892
H -1.239 -0.282 1.675
H 2.724 0.963 -0.123

=====

61
Properties=species:S:1:pos:R:3 method="wB97M-V/def2-TZVPD" lumo_ev=2.45 homo_ev=-3.500 charge=-1 e_tot_ha=-1402.317765 orbital_gap_ha=0.219
C 3.515 -3.419 1.351
O 3.598 -2.484 2.465
C 2.642 -1.406 2.292
C 3.265 0.043 2.669
C 2.471 1.107 1.725
C 3.163 1.103 0.259
C 2.801 2.373 -0.645
Sb 1.119 2.045 -2.102
C -0.228 1.205 -0.551
C -1.762 1.070 -1.074
C -2.775 1.326 0.187
C -4.092 0.448 0.162
N -4.182 -0.751 1.004
C -3.503 -0.718 2.311
C -4.122 -2.025 0.311
C -5.095 -3.182 0.895
O -3.437 -2.304 -0.702
C 1.892 0.092 -2.774
C 1.265 -1.215 -2.117
O -0.126 -1.477 -2.462
C -0.429 -2.712 -1.787
O -0.281 -3.813 -2.358
B 0.377 4.099 -1.595
O 0.074 5.022 -2.700
O 0.172 4.638 -0.275
H 4.326 -4.207 1.554
H 2.506 -3.964 1.330
H 3.722 -2.911 0.336
H 1.709 -1.555 2.937
H 2.258 -1.346 1.204
H 2.918 0.263 3.743
H 4.393 0.087 2.540
H 1.388 0.753 1.712
H 2.491 2.167 2.141
H 2.995 0.087 -0.221
H 4.299 1.166 0.478
H 3.729 2.669 -1.249
H 2.585 3.251 0.074
H -0.194 1.869 -3.271
H 2.143 2.803 -3.327
H -0.296 2.020 0.271
H 0.143 0.271 -0.015
H -2.013 0.027 -1.453
H -2.004 1.834 -1.889
H -3.094 2.432 0.074
H -2.124 1.286 1.115
H -4.988 1.140 0.401
H -4.268 0.125 -0.933
H -2.411 -1.072 2.148
H -3.951 -1.448 3.073
H -3.409 0.346 2.729
H -6.168 -2.786 0.738
H -5.020 -4.153 0.311
H -4.929 -3.351 2.018
H 1.730 0.018 -3.905
H 3.038 0.063 -2.621
H 1.868 -2.116 -2.528
H 1.422 -1.270 -0.971
H -0.772 -2.636 -0.688
H -0.908 5.006 -2.769
H 0.558 4.069 0.420

=====

13
Properties=species:S:1:pos:R:3 method="wB97M-V/def2-TZVPD" multiplicity=2 lumo_ev="1.07 / -1.89" homo_ev="-9.318 / -8.908" e_tot_ha=-571.963501 orbital_gap_ha="0.382 / 0.258"
C 0.177 0.448 0.509
C -0.511 1.637 -0.380
S -2.298 1.867 0.186
C 0.099 -0.776 -0.330
N 0.376 -2.023 0.517
H -0.235 0.307 1.614
H 1.272 0.709 0.609
H -0.489 1.307 -1.411
H -0.038 2.592 -0.296
H 0.823 -0.697 -1.216
H -0.975 -0.819 -0.643
H 0.543 -2.834 -0.037
H 1.254 -1.717 0.878

=====

13
Properties=species:S:1:pos:R:3 method="wB97M-V/def2-TZVPD" multiplicity=2 lumo_ev="-4.39 / -8.93" homo_ev="-16.325 / -16.175" charge=+1 e_tot_ha=-323.378584 orbital_gap_ha="0.439 / 0.266"
O 1.014 -1.531 0.888
C 1.231 -0.970 2.048
O 0.819 0.176 2.379
H 1.865 -1.555 2.760
C -0.278 0.089 -1.927
C -1.066 1.068 0.145
N -0.388 0.191 -0.486
H -0.438 -0.967 -2.192
H 0.724 0.473 -2.159
H -1.032 0.711 -2.418
H -1.639 1.826 -0.417
H -0.989 1.051 1.217
H 0.179 -0.561 0.163

=====

24
Properties=species:S:1:pos:R:3 method="wB97M-V/def2-TZVPD" lumo_ev="-11.23 / -12.30" homo_ev="-17.669 / -15.599" charge=+2 e_tot_ha=-856.577710 orbital_gap_ha="0.237 / 0.121"
Hg 1.309 0.621 -0.590
C 2.343 -1.375 -1.022
O 1.993 -2.226 -1.759
C 2.253 2.256 -2.687
O 3.013 2.200 -3.532
C 2.928 1.670 1.651
O 3.982 1.184 1.774
C -0.953 0.502 -2.440
O -1.552 -0.102 -3.202
C -1.362 3.868 1.070
H -1.914 3.016 0.752
H -0.735 3.407 1.797
C -0.765 4.633 0.093
H 0.295 4.721 0.101
H -0.955 4.332 -0.909
C -0.552 -4.010 1.321
C -1.701 -3.124 0.832
C -1.248 -1.739 0.576
N -0.951 -0.634 0.360
H 0.236 -4.053 0.575
H -0.848 -5.030 1.544
H -0.147 -3.567 2.225
H -2.154 -3.485 -0.114
H -2.516 -3.064 1.584

=====

33
Properties=species:S:1:pos:R:3 method="wB97M-V/def2-TZVPD" multiplicity=2 lumo_ev="2.76 / 2.57" homo_ev="0.181 / -7.909" charge=-1 e_tot_ha=-840.692832 orbital_gap_ha="0.095 / 0.385"
O -4.115 2.115 -0.736
H -3.588 1.327 -1.245
H -4.323 2.793 -1.488
O 1.907 2.552 4.142
H 2.577 2.428 3.364
H 1.052 2.591 3.604
O 3.982 -0.080 -2.095
H 3.971 -0.731 -2.726
H 3.115 0.311 -2.314
O -2.024 1.166 0.196
H -2.750 1.467 0.939
H -1.568 0.334 0.621
O -3.284 -0.301 -3.113
H -4.043 0.131 -2.915
H -3.420 -0.685 -4.014
O 1.826 1.637 -0.296
H 0.995 2.068 -0.330
H 2.571 1.916 -0.817
O -0.999 -4.163 0.583
H -0.286 -3.733 -0.007
H -1.130 -5.032 0.485
O -0.689 -1.973 -3.131
H -1.173 -2.393 -3.765
H -1.078 -1.848 -2.340
O -0.598 3.690 2.105
H -1.435 4.190 2.011
H -0.919 2.901 1.584
O 2.340 -1.268 4.254
H 1.657 -0.812 3.681
H 2.571 -0.575 4.975
O 2.854 -3.610 -0.279
H 3.755 -3.599 -0.604
H 2.250 -2.816 -0.331

=====

12
Properties=species:S:1:pos:R:3 method="wB97M-V/def2-TZVPD" smiles="N#C[C@H]1C(=O)C[C@@H]1Cl" lumo_ev=-0.28 homo_ev=-10.400 e_tot_ha=-782.975216 orbital_gap_ha=0.372
N 1.829 2.601 0.241
C 1.033 1.663 0.110
C 0.262 0.694 -0.561
C 0.913 -0.684 -0.090
O 2.097 -0.951 0.054
C -0.384 -1.393 0.344
C -1.002 0.106 0.179
Cl -2.190 0.408 -1.141
H 0.101 1.079 -1.714
H -0.742 -2.234 -0.290
H -0.446 -1.540 1.517
H -1.470 0.249 1.351

=====

104
Properties=species:S:1:pos:R:3 method="wB97M-V/def2-TZVPD" multiplicity=5 lumo_ev="2.08 / 2.07" homo_ev="-3.485 / -4.691" charge=-1 e_tot_ha=-4843.727064 orbital_gap_ha="0.204 / 0.249"
Cr 0.327 0.282 0.188
O 0.246 0.331 -1.671
C 1.151 0.487 -2.675
C 2.452 -0.269 -2.256
C 3.081 0.370 -1.061
C 4.253 1.093 -1.185
C 4.868 1.619 -0.056
C 4.314 1.309 1.181
C 3.154 0.561 1.258
C 2.692 0.019 2.579
C 1.256 0.458 3.009
O 0.382 0.103 2.028
C 1.149 1.957 3.289
C 2.222 2.811 3.510
C 2.006 4.153 3.782
C 0.722 4.664 3.826
C -0.353 3.821 3.600
C -0.140 2.482 3.339
C 0.924 -0.317 4.297
C 0.247 -1.522 4.159
C -0.062 -2.288 5.266
C 0.299 -1.850 6.529
C 0.969 -0.647 6.676
C 1.282 0.120 5.566
N 2.479 0.180 0.141
C 0.565 -0.004 -4.009
C 1.339 -0.366 -5.103
C 0.748 -0.682 -6.316
C -0.629 -0.629 -6.458
C -1.412 -0.274 -5.371
C -0.818 0.040 -4.162
C 1.429 1.967 -2.978
C 0.439 2.892 -2.686
C 0.618 4.237 -2.945
C 1.783 4.676 -3.549
C 2.756 3.755 -3.897
C 2.582 2.413 -3.612
H 3.177 -0.335 -3.066
H 2.114 -1.274 -1.985
H 4.707 1.224 -2.153
H 5.785 2.183 -0.129
H 4.824 1.600 2.087
H 3.413 0.274 3.357
H 2.646 -1.072 2.487
H 3.236 2.444 3.482
H 2.854 4.797 3.971
H 0.560 5.712 4.042
H -1.361 4.209 3.624
H -0.968 1.809 3.166
H -0.037 -1.834 3.164
H -0.579 -3.227 5.135
H 0.047 -2.440 7.400
H 1.253 -0.304 7.662
H 1.802 1.061 5.691
H 2.415 -0.406 -5.035
H 1.369 -0.956 -7.161
H -1.090 -0.870 -7.407
H -2.490 -0.221 -5.467
H -1.416 0.329 -3.309
H -0.483 2.532 -2.254
H -0.159 4.937 -2.675
H 1.928 5.726 -3.768
H 3.656 4.085 -4.401
H 3.337 1.704 -3.911
S 0.667 -3.248 -1.199
P -1.046 -3.136 -0.240
S -1.731 -1.375 0.454
C -2.436 -3.702 -1.299
C -2.668 -2.950 -2.445
C -3.753 -3.233 -3.250
C -4.608 -4.273 -2.920
C -4.363 -5.038 -1.792
C -3.281 -4.753 -0.978
C -1.112 -4.405 1.102
C -0.537 -5.654 0.896
C -0.691 -6.651 1.844
C -1.406 -6.403 3.005
C -1.960 -5.151 3.218
C -1.811 -4.152 2.272
H -1.987 -2.143 -2.688
H -3.938 -2.641 -4.136
H -5.468 -4.487 -3.540
H -5.021 -5.858 -1.540
H -3.099 -5.348 -0.093
H 0.022 -5.832 -0.013
H -0.266 -7.633 1.676
H -1.530 -7.179 3.749
H -2.530 -4.958 4.117
H -2.247 -3.174 2.424
C -4.300 2.213 -1.763
C -3.970 2.704 -0.352
C -2.513 2.828 -0.098
N -1.731 1.841 0.152
N -0.468 2.165 0.372
C -0.233 3.460 0.332
N 1.014 4.048 0.435
S -1.671 4.407 -0.066
H -5.380 2.136 -1.880
H -3.859 1.234 -1.929
H -3.923 2.904 -2.513
H -4.360 1.978 0.365
H -4.443 3.673 -0.185
H 1.732 3.351 0.600
H 1.052 4.795 1.123

=====

Number 1: strongest force on any atom 0.0884 Eh/bohr. Number 2: strongest force on any atom 0.0882 Eh/bohr. Number 3: strongest force on any atom 0.0528 Eh/bohr. Number 4: strongest force on any atom 0.0906 Eh/bohr. Number 5: strongest force on any atom 0.1409 Eh/bohr. Number 6: strongest force on any atom 0.1358 Eh/bohr. Number 7: strongest force on any atom 0.2029 Eh/bohr. Number 8: strongest force on any atom 0.0541 Eh/bohr.